Record 1
Formula: C4H11N2S
Source: the Open Molecules 2025 dataset
Level of theory: ωB97M-V with the def2-TZVPD basis set

Last column: Löwdin charge in e.
Atoms and positions in Å:
C -0.0818 0.2694 -2.6045  -0.15
N 0.5126 0.9386 -1.4207  -0.12
C 0.8784 -0.0158 -0.3134  -0.23
C 0.0274 0.2214 0.9172  -0.55
N -1.4104 0.1345 0.5893  0.01
C 0.4155 -0.6097 2.1373  -0.77
S -0.2970 0.0489 3.6656  0.11
H -0.1783 -0.8077 -2.4061  0.06
H -1.0987 0.6173 -2.7702  0.06
H 0.5733 0.3864 -3.4615  0.05
H -0.3136 1.3208 -0.9585  0.05
H 1.9298 0.1643 -0.0855  0.10
H 0.7485 -1.0652 -0.6117  0.10
H 0.1796 1.2788 1.1702  0.11
H -1.8288 0.2919 1.5184  0.02
H -1.6192 -0.8663 0.5112  0.06
H 1.5089 -0.6744 2.1784  0.04
H 0.0537 -1.6332 1.9443  0.04

Atoms 1-2, force components in eV/Å:
C 0.4861 -0.5622 0.9346
N -1.2123 -0.8029 0.7703

**Energy relative to the best compared isomer or geometry (same formula, charge and spin)**: 18.6 kcal per mole
**Net charge**: -1
**HOMO-LUMO gap**: 0.233 Eh
**M**: 119.21 g mol⁻¹

---

Record 2
Formula: C36H25Br2N2O7PSe2V
Source: the Open Molecules 2025 dataset
Level of theory: ωB97M-V with the def2-TZVPD basis set

Last column: Löwdin charge in e.
Atoms and positions in Å:
V -0.6359 1.1529 1.7307  0.74
Se -0.5124 -1.1170 0.3148  0.52
P -0.2884 -0.8181 -1.8547  0.19
Se -1.1201 0.9187 -2.7660  0.30
C 1.3898 -1.1904 -2.5007  -0.41
C 2.2580 -2.0246 -1.8059  -0.13
C 3.4752 -2.3643 -2.3720  -0.09
C 3.8300 -1.8589 -3.6163  -0.10
C 2.9796 -0.9941 -4.2840  -0.08
C 1.7527 -0.6608 -3.7293  -0.11
C -1.1815 -2.2903 -2.5252  -0.40
C -0.5317 -3.5152 -2.6472  -0.09
C -1.1808 -4.6009 -3.2126  -0.09
C -2.4924 -4.4808 -3.6464  -0.11
C -3.1564 -3.2731 -3.4918  -0.09
C -2.5039 -2.1828 -2.9359  -0.12
H 1.9750 -2.3768 -0.8202  0.08
H 4.1571 -3.0155 -1.8389  0.10
H 4.7806 -2.1344 -4.0563  0.09
H 3.2695 -0.5657 -5.2342  0.10
H 1.0885 0.0279 -4.2349  0.05
H 0.4839 -3.6171 -2.2964  0.09
H -0.6518 -5.5405 -3.3116  0.10
H -2.9904 -5.3307 -4.0968  0.09
H -4.1817 -3.1702 -3.8236  0.10
H -3.0157 -1.2351 -2.8259  0.06
Br -0.6844 -0.1160 5.4134  0.82
C 0.9191 -0.7935 4.6680  -0.57
C 1.6881 -1.7249 5.3615  -0.18
C 2.8113 -2.2415 4.7700  -0.62
Br 3.8004 -3.5610 5.7305  0.72
C 3.2420 -1.8321 3.4909  -0.19
C 4.3521 -2.3531 2.7959  -0.04
C 4.6889 -1.8252 1.5760  -0.05
C 3.9433 -0.7536 1.0634  -0.13
N 2.8802 -0.2738 1.6600  0.15
C 2.4996 -0.8156 2.8273  -0.14
C 1.2669 -0.3415 3.3947  -0.33
O 0.4948 0.4376 2.7043  -0.30
H 1.3716 -2.0349 6.3462  0.09
H 4.9190 -3.1677 3.2260  0.07
H 5.5193 -2.2259 1.0111  0.10
H 4.2244 -0.2724 0.1340  0.11
C -4.1140 -0.9922 2.4023  0.01
C -3.2487 0.1097 1.8512  -0.34
O -2.1310 0.2651 2.4001  -0.14
C -3.7253 0.9271 0.7729  -0.08
C -5.0324 0.8345 0.2509  -0.03
C -5.4848 1.7295 -0.6814  -0.10
C -4.6546 2.7682 -1.1312  -0.07
C -3.3610 2.8584 -0.6894  -0.02
C -2.8530 1.9252 0.2347  -0.31
O -1.6252 1.9558 0.6121  -0.21
H -3.5923 -1.4636 3.2323  0.09
H -4.2947 -1.7348 1.6238  0.10
H -5.0693 -0.6011 2.7510  0.09
H -5.6879 0.0491 0.6019  0.11
H -6.4879 1.6421 -1.0768  0.09
H -5.0296 3.4889 -1.8463  0.10
H -2.6851 3.6258 -1.0429  0.12
O -0.3308 4.9367 3.5502  0.04
C -0.2437 4.0000 2.7672  -0.59
O -0.6909 2.8190 2.9551  -0.08
C 0.4158 4.2260 1.4123  -0.10
C 0.3233 5.4398 0.7414  0.00
C 0.8199 5.5606 -0.5499  -0.06
C 1.3735 4.4713 -1.1987  0.01
C 1.4794 3.2694 -0.5126  -0.15
C 1.0547 3.1608 0.8031  0.03
N 1.9863 2.0982 -1.1274  -0.33
O 2.7021 2.1930 -2.1086  0.08
O 1.6708 1.0420 -0.6099  -0.02
H -0.1501 6.2692 1.2494  0.12
H 0.7514 6.5107 -1.0630  0.10
H 1.7035 4.5240 -2.2260  0.12
H 1.2782 2.2445 1.3601  0.11

Atoms 1-2, force components in eV/Å:
V -0.1987 1.1769 -0.5921
Se 0.1851 -0.2606 -0.5431

**Energy relative to the best compared isomer or geometry (same formula, charge and spin)**: 78.5 kcal per mole
**Net charge**: -1
**⟨S²⟩**: 2.0150
**HOMO-LUMO gap (alpha / beta)**: 0.240 / 0.251 Eh
**M**: 997.25 g mol⁻¹
**Spin multiplicity**: 3

---

Record 3
Formula: C3H12N4
Source: the Open Molecules 2025 dataset
Level of theory: ωB97M-V with the def2-TZVPD basis set

Last column: Löwdin charge in e.
Atoms and positions in Å:
C -1.0985 -0.0449 -1.2139  -0.12
C -1.9866 -1.0934 0.6771  -0.12
C 0.5228 1.5236 0.8668  -0.16
N 2.4435 0.0455 -0.5450  -0.06
N 1.5905 -0.8982 -0.1133  -0.03
N -1.2208 -0.0046 0.2098  -0.32
N -0.0415 0.1883 0.9224  -0.09
H -0.3670 0.6123 -1.4828  0.01
H -0.6722 -1.0453 -1.4759  0.09
H -2.0069 0.2979 -1.7545  0.10
H -2.8584 -1.0663 0.0674  0.07
H -1.3700 -2.0600 0.6959  0.11
H -2.2888 -0.8058 1.7262  0.09
H 0.3238 2.0116 -0.1257  0.07
H 0.1280 1.9919 1.8514  0.10
H 1.6209 1.4700 0.8960  0.04
H 2.0469 0.1435 -1.4765  0.09
H 3.4387 -0.0661 -0.5511  0.08
H 1.7956 -1.2000 0.8255  0.04

Atoms 1-2, force components in eV/Å:
C -0.8634 -1.2968 -0.3781
C 0.6918 -0.4549 2.6075

**Energy relative to the best compared isomer or geometry (same formula, charge and spin)**: 11.4 kcal per mole
**⟨S²⟩**: 2.0083
**HOMO-LUMO gap (alpha / beta)**: 0.270 / 0.305 Eh
**M**: 104.16 g mol⁻¹
**Spin multiplicity**: 3